# 1
ORCA calculation (ωB97M-V/def2-TZVPD) on a single C7H8N4S molecule.

Each line ends with the Mulliken charge.
Cartesian coordinates (Å):
1 S 0.34 -0.70 4.31  -0.390
2 N 0.90 -0.19 -2.49  -0.487
3 N -0.34 0.81 0.76  -0.612
4 N 0.49 -1.71 1.89  -0.524
5 N -0.17 0.50 2.08  0.094
6 C -1.28 1.22 -3.45  -0.349
7 C -0.28 0.78 -4.29  -0.402
8 C 0.16 -0.66 2.70  0.316
9 C -0.02 0.30 -1.61  0.629
10 C -1.23 0.91 -2.06  -0.444
11 C 0.29 0.06 -0.17  -0.614
12 C 0.76 0.05 -3.77  -0.028
13 H -2.07 1.81 -3.90  0.376
14 H -0.36 0.90 -5.37  0.338
15 H 0.43 -2.58 2.38  0.317
16 H -2.04 1.05 -1.35  0.374
17 H -0.25 -2.03 1.16  0.260
18 H 1.47 -0.42 -4.50  0.318
19 H 1.17 -0.53 0.18  0.610
20 H -0.45 1.27 2.67  0.217

For the energy above the lowest of the compared OMol25 structures with the same formula, charge and spin, the calculation gives 29.2 kcal per mole. Its SMILES is NC(=S)N/N=C/c1ccccn1. Its LUMO energy is -0.39 eV. Its charge is 0.

---

# 2
ORCA calculation (ωB97M-V/def2-TZVPD) on 2 unconnected molecules or ions with the total composition C12H17N.

Each line ends with the Mulliken charge.
Cartesian coordinates (Å):
1 N -0.92 0.09 -1.72  -0.123
2 C -3.19 -1.39 0.88  -0.734
3 C 0.23 0.83 -1.38  -1.072
4 C 3.64 -2.01 -1.70  -1.005
5 C -0.79 0.19 0.57  0.736
6 C -2.64 -1.15 -0.40  -0.654
7 C -2.41 -0.95 1.97  -0.304
8 C -1.24 -0.22 1.85  -0.719
9 C 1.37 1.52 0.86  -0.191
10 C 1.18 3.05 0.91  -1.245
11 C 3.47 -0.84 -0.73  -0.533
12 C 0.31 0.91 0.02  0.700
13 C -1.54 -0.31 -0.54  -0.516
14 H 3.45 -2.93 -1.15  0.277
15 H 2.44 -0.51 -0.74  -0.155
16 H 0.76 3.43 -0.01  0.295
17 H 2.39 1.27 0.54  0.064
18 H 4.56 -2.08 -2.28  0.309
19 H 1.30 1.18 1.90  0.313
20 H 0.34 3.31 1.59  0.260
21 H 4.03 0.05 -1.05  0.324
22 H 2.05 3.60 1.27  0.438
23 H -2.86 -1.13 2.94  0.330
24 H 0.74 1.42 -2.12  0.447
25 H -1.42 0.13 -2.59  0.226
26 H -4.08 -1.98 1.03  0.372
27 H -3.18 -1.50 -1.28  0.298
28 H 2.86 -2.01 -2.47  0.318
29 H -0.74 0.17 2.73  0.211
30 H 3.81 -1.07 0.28  0.334

For the energy above the lowest of the compared OMol25 structures with the same formula, charge and spin, the calculation gives 8.4 kcal per mole. Its LUMO energy (spin up / spin down) is 3.69 / 3.54 eV. As for the spin multiplicity: 2. Its charge is -1.

---

# 3
ORCA calculation (ωB97M-V/def2-TZVPD) on a molecular structure, C8H10Cl2N2O3SYb.

Each line ends with the Mulliken charge.
Cartesian coordinates (Å):
1 Yb 4.43 2.03 -2.13  1.433
2 Cl 2.62 2.53 -0.30  -0.221
3 Cl 3.26 -0.29 -1.72  -0.200
4 S -1.47 -1.65 1.85  -0.038
5 O 0.69 -0.28 -2.28  -0.308
6 O 0.93 -2.51 -1.87  -0.361
7 O -1.91 -1.32 -1.68  -0.456
8 N -0.78 -1.30 -0.79  0.628
9 N -3.48 0.43 -0.97  -0.352
10 C -0.04 2.21 -1.05  -1.033
11 C 1.33 1.60 -1.08  0.549
12 C -0.44 0.67 2.89  -1.012
13 C 0.32 -1.53 -1.63  0.102
14 C 1.60 0.43 -1.66  0.661
15 C -0.94 -2.32 0.28  -0.826
16 C -2.74 -0.37 -1.34  0.498
17 C -0.02 -0.71 2.40  -0.155
18 H 0.74 -0.64 1.62  0.043
19 H 0.42 -1.25 3.23  0.418
20 H -0.55 1.90 -1.95  0.323
21 H -0.58 1.90 -0.16  0.128
22 H -0.04 -2.92 0.37  0.499
23 H -0.62 1.36 2.08  0.128
24 H -1.35 0.61 3.48  0.377
25 H 0.32 1.10 3.54  0.348
26 H 0.06 3.29 -1.09  0.486
27 H -1.74 -2.99 -0.03  0.343

Its LUMO energy is -9.48 eV. Its charge is +2.

---

# 4
ORCA calculation (ωB97M-V/def2-TZVPD) on a molecular structure, C21H38AsGaN2O7Si3.

Each line ends with the Mulliken charge.
Cartesian coordinates (Å):
1 As 0.06 -0.82 -1.13  0.246
2 Ga 0.10 1.70 -0.95  1.144
3 Si 1.56 -1.66 -2.84  0.594
4 Si 0.80 -1.83 0.94  0.487
5 Si -2.17 -1.65 -1.42  0.378
6 O 1.42 2.03 -2.30  -0.437
7 O -2.41 3.93 -3.23  -0.715
8 O -1.15 2.27 6.14  -0.493
9 O 1.62 2.06 -4.51  -0.707
10 O 0.94 1.80 7.00  -0.483
11 O 1.34 1.86 0.69  -0.772
12 O -0.80 1.58 1.03  -0.689
13 N -0.44 3.85 -0.42  -0.387
14 N -1.18 2.21 -2.35  0.217
15 C 2.08 1.54 4.82  -1.306
16 C 0.94 2.01 -3.51  0.514
17 C -1.83 3.94 -0.87  -0.615
18 C 0.58 1.80 2.93  -0.034
19 C -0.38 -1.39 2.38  -0.940
20 C -0.59 1.83 -3.61  -0.345
21 C -0.52 2.04 3.77  -0.648
22 C -0.28 2.04 5.11  0.691
23 C 0.87 -3.75 0.98  -1.340
24 C 0.99 1.77 5.64  1.049
25 C -3.24 -0.91 -0.02  -0.905
26 C 1.85 1.58 3.45  -0.535
27 C 1.15 -1.17 -4.63  -1.057
28 C 3.28 -1.06 -2.29  -1.129
29 C 1.38 -3.58 -2.85  -0.936
30 C 2.58 -1.20 1.27  -1.142
31 C -2.17 -3.57 -1.31  -1.015
32 C -2.83 -1.16 -3.15  -0.986
33 C -1.86 3.36 -2.30  0.620
34 C -0.40 2.11 7.33  -0.257
35 C 0.36 1.75 1.47  -0.291
36 H -1.80 -3.91 -0.35  0.213
37 H -4.30 -0.97 -0.22  0.490
38 H -2.23 4.96 -0.89  0.441
39 H 3.20 -0.03 -1.94  0.273
40 H -0.77 0.77 -3.82  -0.211
41 H -0.95 -0.49 2.17  -0.004
42 H -0.43 3.05 7.91  0.250
43 H 1.40 -0.13 -4.83  0.302
44 H 1.43 -4.07 1.85  0.406
45 H 2.71 -0.21 0.85  0.167
46 H -0.98 2.43 -4.44  0.470
47 H -2.45 3.31 -0.22  0.221
48 H 2.67 1.43 2.77  0.707
49 H 0.14 4.48 -0.97  0.255
50 H -2.13 -1.46 -3.93  0.261
51 H 1.74 -1.77 -5.32  0.449
52 H -0.12 -4.18 1.06  0.354
53 H 2.80 -1.15 2.34  0.481
54 H 3.70 -1.66 -1.48  0.318
55 H 3.05 1.33 5.24  0.439
56 H -3.05 -1.41 0.93  0.291
57 H 0.16 -1.22 3.31  0.365
58 H 1.34 -4.19 0.11  0.301
59 H -0.36 4.14 0.55  0.266
60 H 0.11 -1.32 -4.88  0.296
61 H 3.99 -1.07 -3.11  0.478
62 H -2.98 0.14 0.11  0.094
63 H 1.28 -4.00 -1.86  0.090
64 H -1.54 -4.00 -2.08  0.239
65 H -3.78 -1.64 -3.37  0.455
66 H 2.23 -4.04 -3.33  0.390
67 H -1.09 -2.19 2.57  0.508
68 H 3.32 -1.86 0.82  0.460
69 H -2.98 -0.09 -3.22  0.233
70 H -0.83 1.30 7.94  0.249
71 H 0.49 -3.86 -3.42  0.277
72 H -3.17 -3.97 -1.44  0.412
73 H -1.49 2.21 3.35  0.540

For the energy above the lowest of the compared OMol25 structures with the same formula, charge and spin, the calculation gives 1.7 kcal per mole. Its LUMO energy is 0.37 eV. Its charge is 0.